Formula: C25H36ClIP2RuSb
Source: the OMol25 dataset
Level of theory: the ωB97M-V functional and the def2-TZVPD basis

Results
Gap between HOMO and LUMO (alpha / beta) (eV): 6.3 / 3.9
⟨S²⟩: 8.7757
Multiplicity: 6
HOMO energy (alpha / beta) (eV): -13.3 / -13.0
DFT total energy (eV): -74806.4217
LUMO level (alpha / beta) (eV): -7.00 / -9.10
Net charge: +2

Last column: Löwdin spin population.
Atoms and positions in Å:
1 C -0.729 -2.136 1.061  0.250
2 I -0.968 -0.132 2.640  0.721
3 H -0.908 -1.253 0.412  0.035
4 H -1.646 -2.661 1.365  0.000
5 H -0.210 -2.818 0.360  0.039
6 Ru 0.553 1.899 -1.669  2.424
7 P -2.653 0.112 0.044  0.507
8 C -3.858 -0.983 0.898  0.050
9 C -3.172 1.764 0.590  0.066
10 H -4.267 1.814 0.583  0.015
11 H -4.227 -0.004 -1.751  0.020
12 H -2.744 2.511 -0.089  0.002
13 H -2.652 0.724 -2.278  0.001
14 H -4.002 -0.658 1.935  0.001
15 H -2.799 1.953 1.604  0.010
16 C -3.134 -0.066 -1.687  0.086
17 H -4.808 -0.943 0.351  0.012
18 H -2.783 -1.047 -2.036  0.001
19 H -3.496 -2.019 0.906  0.002
20 P 1.918 0.468 -0.521  0.159
21 C 3.501 -0.369 0.098  0.072
22 C 2.392 0.615 -2.289  0.091
23 H 1.504 2.970 -0.651  0.019
24 H 3.271 2.529 -0.463  0.002
25 H 2.129 2.360 0.929  0.008
26 C 2.263 2.263 -0.149  0.036
27 H 1.533 1.173 -2.837  0.037
28 H 3.338 1.138 -2.427  0.003
29 H 4.387 0.145 -0.316  0.006
30 H 3.492 -1.426 -0.223  0.000
31 H 2.406 -0.404 -2.688  0.009
32 H 3.500 -0.325 1.201  0.002
33 Cl -1.331 3.021 -2.224  0.184
34 C -1.843 -5.442 4.897  0.002
35 C -1.878 -4.096 5.297  0.001
36 C -1.042 -3.142 4.702  0.003
37 C -0.156 -3.557 3.701  0.007
38 C -0.154 -4.878 3.243  0.003
39 C -0.982 -5.826 3.855  0.000
40 Sb 0.957 -2.199 2.444  0.058
41 C 2.221 -1.297 4.010  0.002
42 C 2.731 0.010 3.957  0.002
43 C 3.340 0.524 5.114  0.000
44 C 3.358 -0.215 6.305  0.000
45 C 2.823 -1.513 6.331  0.000
46 C 2.285 -2.070 5.168  0.000
47 C 2.326 -3.579 1.415  0.033
48 C 3.646 -3.559 1.876  0.004
49 C 4.600 -4.394 1.273  0.002
50 C 4.232 -5.224 0.209  -0.001
51 C 2.914 -5.222 -0.262  0.003
52 C 1.949 -4.393 0.338  0.007
53 H -2.458 -6.184 5.402  0.000
54 H -2.549 -3.784 6.095  0.000
55 H -1.128 -2.092 5.015  0.002
56 H 0.474 -5.192 2.400  0.000
57 H -0.944 -6.858 3.514  0.000
58 H 2.672 0.615 3.045  0.000
59 H 3.802 1.512 5.119  0.000
60 H 3.794 0.198 7.213  0.000
61 H 2.835 -2.112 7.240  0.000
62 H 1.907 -3.102 5.213  0.000
63 H 3.945 -2.912 2.705  0.000
64 H 5.623 -4.408 1.658  0.000
65 H 4.971 -5.893 -0.245  0.000
66 H 2.634 -5.887 -1.085  0.000
67 H 0.923 -4.425 -0.043  0.003


Formula: C25H36CuNO2
Source: the OMol25 dataset
Level of theory: the ωB97M-V functional and the def2-TZVPD basis

Results
Gap between HOMO and LUMO (alpha / beta) (eV): 5.6 / 5.6
⟨S²⟩: 0.7573
Multiplicity: 2
HOMO energy (alpha / beta) (eV): -3.1 / -3.1
DFT total energy (eV): -76730.5532
LUMO level (alpha / beta) (eV): 2.45 / 2.45
Relative energy (zero: lowest compared OMol25 entry of this formula, charge and spin) (kcal per mole): 0.0
Net charge: -1

Last column: Löwdin spin population.
Atoms and positions in Å:
1 O 1.076 1.586 -1.899  0.000
2 C 0.578 2.180 -3.114  0.000
3 C 1.559 1.400 -4.015  0.000
4 H 0.773 3.264 -3.103  0.000
5 H -0.487 1.967 -3.280  0.000
6 C 1.948 0.708 -2.672  0.000
7 H 2.324 2.086 -4.405  0.000
8 H 1.126 0.757 -4.789  0.000
9 C 3.417 0.881 -2.346  0.000
10 H 3.689 1.937 -2.425  0.000
11 H 4.016 0.309 -3.074  0.000
12 H 3.627 0.539 -1.328  0.000
13 C 1.516 -0.729 -2.443  0.000
14 H 0.554 -0.987 -2.889  0.000
15 H 1.440 -0.906 -1.361  0.000
16 H 2.274 -1.413 -2.836  0.000
17 Cu -0.942 -2.273 0.773  0.498
18 C -2.577 -3.287 -0.889  -0.004
19 C -3.587 -2.449 -0.351  0.021
20 C -3.099 -1.124 -0.286  -0.004
21 H -4.603 -2.747 -0.098  0.001
22 C -1.757 -1.106 -0.781  0.033
23 C -1.454 -2.457 -1.222  0.034
24 H -0.618 -2.746 -1.849  0.000
25 H -2.658 -4.339 -1.149  -0.001
26 H -3.665 -0.244 0.026  -0.001
27 H -1.157 -0.224 -1.003  0.002
28 C -0.234 -4.005 2.042  0.089
29 C 0.214 -4.336 0.736  0.020
30 C 1.016 -3.256 0.257  0.125
31 H 0.016 -5.272 0.214  -0.001
32 C 1.144 -2.293 1.314  0.003
33 C 0.376 -2.769 2.419  0.078
34 H 0.337 -2.298 3.392  0.003
35 H -0.872 -4.619 2.661  0.004
36 H 1.490 -3.193 -0.718  0.007
37 H 1.771 -1.409 1.320  -0.001
38 O 2.337 3.354 -0.368  0.000
39 C 3.171 4.194 -1.220  0.000
40 C 2.948 5.688 -0.898  0.000
41 H 2.919 3.988 -2.280  0.000
42 H 4.232 3.899 -1.108  0.000
43 C 1.758 5.697 0.074  0.000
44 H 2.726 6.277 -1.794  0.000
45 H 3.833 6.113 -0.411  0.000
46 C 1.461 4.213 0.371  0.000
47 H 0.889 6.183 -0.381  0.000
48 H 2.038 6.222 0.994  0.000
49 H 0.423 3.954 0.123  0.000
50 H 1.608 4.020 1.444  0.000
51 C -3.400 -3.816 2.953  0.000
52 C -3.016 -2.403 3.130  0.006
53 C -3.428 -1.526 4.166  0.002
54 C -2.839 -0.272 3.897  0.002
55 C -2.076 -0.427 2.715  0.002
56 C -1.266 0.542 1.975  -0.001
57 N -2.190 -1.715 2.293  0.081
58 H -2.932 -4.433 3.736  0.000
59 H -3.120 -4.220 1.968  0.000
60 H -4.490 -3.917 3.063  0.000
61 H -4.089 -1.810 4.972  0.001
62 H -2.928 0.669 4.420  0.000
63 H -1.802 0.931 1.099  0.000
64 H -1.009 1.377 2.628  0.000
65 H -0.331 0.087 1.614  -0.001


Formula: C25H36GaN2O5PSe
Source: the OMol25 dataset
Level of theory: the ωB97M-V functional and the def2-TZVPD basis

Results
Gap between HOMO and LUMO (eV): 8.8
HOMO energy (eV): -8.3
DFT total energy (eV): -166741.4722
LUMO level (eV): 0.50
Relative energy (zero: lowest compared OMol25 entry of this formula, charge and spin) (kcal per mole): 0.0
Net charge: 0

Last column: Löwdin charge in e.
Atoms and positions in Å:
1 Ga -1.257 0.401 -0.274  0.223
2 O -3.460 1.751 0.742  -0.122
3 C -4.685 1.035 0.711  -0.203
4 C -4.740 0.081 -0.470  -0.146
5 N -3.606 -0.837 -0.496  -0.187
6 C -3.402 -1.390 -1.816  -0.091
7 C -2.676 -0.389 -2.707  -0.599
8 O -2.892 -0.326 -3.894  0.095
9 O -1.761 0.319 -2.091  -0.132
10 C -3.547 -1.752 0.622  -0.077
11 C -2.454 -1.425 1.637  -0.568
12 O -2.425 -2.009 2.695  0.092
13 O -1.554 -0.537 1.284  -0.092
14 H -3.455 2.471 0.097  0.069
15 H -4.742 0.494 1.657  0.125
16 H -5.544 1.709 0.678  0.128
17 H -5.695 -0.466 -0.462  0.137
18 H -4.717 0.666 -1.394  0.139
19 H -2.755 -2.270 -1.752  0.135
20 H -4.326 -1.697 -2.316  0.138
21 H -4.491 -1.799 1.170  0.137
22 H -3.353 -2.774 0.286  0.139
23 C 3.013 -2.631 0.243  -0.075
24 C 1.506 -2.347 0.168  -0.650
25 C 1.012 -2.353 1.624  -0.077
26 C 0.793 -3.481 -0.573  -0.083
27 P 1.114 -0.686 -0.650  1.171
28 C 2.189 0.441 0.302  -0.349
29 C 3.424 0.952 -0.095  -0.086
30 C 4.166 1.753 0.760  -0.068
31 C 3.691 2.056 2.028  -0.067
32 C 2.458 1.570 2.431  -0.062
33 C 1.713 0.779 1.569  -0.133
34 C 1.636 -0.659 -2.462  -0.646
35 C 0.655 -1.460 -3.335  -0.074
36 C 3.026 -1.221 -2.803  -0.085
37 C 1.540 0.812 -2.900  -0.092
38 H 3.152 -3.581 0.766  0.091
39 H 3.528 -1.862 0.819  0.083
40 H 3.497 -2.717 -0.723  0.057
41 H 1.257 -3.335 2.039  0.095
42 H -0.058 -2.204 1.724  0.056
43 H 1.530 -1.613 2.231  0.077
44 H 0.858 -4.385 0.038  0.090
45 H 1.252 -3.705 -1.534  0.066
46 H -0.268 -3.266 -0.730  0.078
47 H 3.819 0.747 -1.078  0.083
48 H 5.121 2.141 0.430  0.106
49 H 4.273 2.681 2.693  0.108
50 H 2.060 1.819 3.407  0.108
51 H 0.746 0.417 1.899  0.085
52 H 0.689 -2.528 -3.137  0.065
53 H 0.951 -1.313 -4.376  0.099
54 H -0.361 -1.101 -3.239  0.054
55 H 3.038 -2.307 -2.735  0.071
56 H 3.846 -0.836 -2.205  0.063
57 H 3.228 -0.968 -3.848  0.090
58 H 0.521 1.183 -2.805  0.049
59 H 1.819 0.869 -3.955  0.095
60 H 2.200 1.471 -2.337  0.069
61 Se -0.672 2.701 -0.435  0.896
62 C -0.354 3.237 1.372  -0.594
63 C 0.428 4.368 1.581  -0.122
64 C 0.702 4.767 2.880  -0.158
65 N 0.270 4.123 3.963  0.053
66 C -0.487 3.048 3.749  -0.153
67 C -0.834 2.571 2.494  -0.117
68 H 0.842 4.922 0.748  0.097
69 H 1.318 5.644 3.053  0.104
70 H -0.844 2.529 4.633  0.110
71 H -1.469 1.700 2.407  0.083